1.
The following is a quantum chemistry calculation of C18H29N2O3P2Ti as an isolated structure, from the OMol25 dataset.

Cartesian coordinates (Å):
C (-3.015, -1.889, -2.204)
C (-1.800, -1.629, -1.514)
N (-1.831, -1.067, -0.241)
C (-3.020, -0.678, 0.254)
C (-4.225, -0.974, -0.369)
C (-4.219, -1.577, -1.618)
C (-0.564, -2.117, -1.990)
P (0.958, -1.872, -1.130)
Ti (0.020, -0.525, 0.739)
P (-1.632, 1.191, 1.857)
C (-3.047, 0.088, 1.564)
C (1.867, 0.639, 0.981)
C (2.896, -0.209, 1.415)
C (4.102, 0.334, 1.888)
C (4.314, 1.712, 1.878)
C (3.317, 2.537, 1.356)
C (2.114, 2.013, 0.860)
O (-0.374, 0.747, -5.848)
O (2.896, 3.469, -3.168)
H (-2.954, -2.220, -3.239)
H (-5.140, -0.777, 0.195)
H (-5.170, -1.808, -2.108)
C (1.371, -3.590, -0.617)
C (2.348, -1.403, -2.224)
H (-3.935, 0.726, 1.650)
H (-3.056, -0.635, 2.393)
H (-0.429, -0.006, -5.301)
H (-0.572, -2.823, -2.815)
C (-1.365, 1.444, 3.620)
C (-2.212, 2.818, 1.260)
H (2.809, -1.299, 1.348)
H (4.893, -0.329, 2.235)
H (5.243, 2.126, 2.273)
H (3.487, 3.608, 1.350)
H (1.405, 2.675, 0.358)
H (-0.337, 0.803, -0.428)
H (3.078, 2.519, -2.900)
H (1.994, 3.571, -3.413)
H (-0.793, 1.445, -5.244)
H (-0.712, 1.279, 0.086)
H (1.619, -4.179, -1.512)
H (2.215, -3.612, 0.080)
H (0.492, -4.022, -0.117)
H (2.432, -2.088, -3.080)
H (2.171, -0.394, -2.618)
H (3.282, -1.413, -1.634)
H (-3.067, 3.210, 1.847)
H (-1.380, 3.537, 1.271)
H (-2.500, 2.721, 0.208)
H (-2.181, 2.069, 4.016)
H (-1.338, 0.472, 4.135)
H (-0.396, 1.947, 3.777)
O (-0.131, -2.491, 4.631)
C (-0.008, -2.214, 3.481)
N (0.079, -1.858, 2.324)

Summary:
- ⟨S²⟩: 0.7553
- Net charge: 0
- Electronic energy: -2570.648486 Ha
- 2S+1: 2
- Molar mass: 431.3 g mol⁻¹

The computed Mulliken charges, all in e, follow: C -1.229; C 0.914; N 0.538; C 0.665; C -0.995; C -0.277; C -1.577; P 1.602; Ti -0.913; P 1.069; C -1.135; C 0.880; C -0.219; C -0.703; C -0.484; C -0.540; C -0.450; O -0.634; O -0.630; H 0.419; H 0.407; H 0.395; C -1.379; C -1.219; H 0.486; H 0.435; H 0.317; H 0.375; C -1.286; C -1.378; H 0.236; H 0.378; H 0.368; H 0.365; H 0.367; H 0.279; H 0.331; H 0.296; H 0.314; H -0.292; H 0.419; H 0.344; H 0.346; H 0.433; H 0.209; H 0.358; H 0.430; H 0.368; H 0.419; H 0.426; H 0.369; H 0.346; O -0.589; C 0.716; N -0.691


2.
The following is a quantum chemistry calculation of a 6-piece molecular cluster, C18H29N3O7 overall, from the OMol25 dataset.

Cartesian coordinates (Å):
N (1.189, 0.633, -1.075)
H (2.162, 0.826, -0.887)
H (0.774, 1.348, -1.656)
H (0.624, 0.615, -0.238)
H (1.009, -0.283, -1.461)
C (-1.901, 3.590, -2.020)
C (-1.342, 2.478, -2.878)
O (0.008, 2.341, -2.929)
H (-2.988, 3.658, -2.043)
H (-1.447, 4.503, -2.405)
H (-1.575, 3.420, -0.994)
H (-1.880, 2.486, -3.826)
H (-1.592, 1.535, -2.392)
C (2.809, -3.054, -3.536)
C (2.088, -1.864, -4.114)
O (2.223, -0.655, -3.459)
H (3.884, -2.884, -3.487)
H (2.738, -4.035, -4.007)
H (2.429, -3.362, -2.562)
H (1.118, -2.357, -4.056)
H (2.327, -1.842, -5.177)
C (3.095, 2.776, 0.695)
C (4.278, 2.256, -0.160)
O (3.960, 1.068, -0.820)
H (2.100, 2.859, 0.259)
H (3.304, 3.781, 1.063)
H (2.959, 2.163, 1.586)
H (5.189, 2.113, 0.421)
H (4.555, 3.114, -0.772)
C (-0.427, -6.170, 1.763)
C (-1.435, -5.229, 1.445)
C (-1.176, -3.894, 1.129)
C (0.134, -3.517, 0.790)
C (1.144, -4.513, 0.937)
C (0.845, -5.788, 1.390)
N (0.479, -2.144, 0.301)
O (-0.379, -1.512, -0.244)
O (1.607, -1.644, 0.443)
H (-0.710, -7.176, 2.033)
H (-2.474, -5.490, 1.584)
H (-2.024, -3.253, 0.939)
H (2.188, -4.302, 0.758)
H (1.597, -6.559, 1.464)
C (-4.525, 3.287, 3.432)
C (-3.736, 2.427, 4.284)
C (-2.633, 1.798, 3.713)
C (-2.338, 1.939, 2.391)
C (-3.089, 2.783, 1.576)
C (-4.187, 3.473, 2.112)
N (-1.119, 1.311, 1.821)
O (-0.628, 1.816, 0.761)
O (-0.626, 0.292, 2.306)
H (-5.236, 3.937, 3.920)
H (-3.923, 2.387, 5.347)
H (-2.039, 1.258, 4.437)
H (-2.810, 2.941, 0.545)
H (-4.577, 4.313, 1.555)

Summary:
- Net charge: -2
- Electronic energy: -1393.778513 Ha
- Relative energy (zero: lowest compared OMol25 entry of this formula, charge and spin): 2.547 eV
- Molar mass: 399.4 g mol⁻¹

The computed Mulliken charges, all in e, follow: N 0.417; H 0.072; H 0.295; H 0.213; H 0.104; C -0.602; C -0.397; O -0.895; H 0.296; H 0.343; H -0.140; H 0.326; H 0.015; C -0.883; C -0.561; O -0.706; H 0.294; H 0.453; H -0.026; H 0.179; H 0.288; C -0.943; C -0.378; O -0.888; H 0.110; H 0.509; H 0.174; H 0.285; H 0.183; C -0.604; C -0.331; C -0.502; C 0.120; C -0.432; C -0.270; N 1.251; O -0.604; O -0.510; H 0.352; H 0.329; H 0.375; H 0.436; H 0.340; C -0.300; C -0.537; C -0.241; C -0.140; C 0.159; C -0.626; N 0.943; O -0.562; O -0.580; H 0.337; H 0.370; H 0.394; H 0.319; H 0.377


3.
The following is a quantum chemistry calculation of one molecule with the formula C18H29NO2, from the OMol25 dataset.

Cartesian coordinates (Å):
C (-2.342, -0.670, 2.221)
C (-1.840, 0.271, 1.164)
C (-0.612, 0.883, 1.351)
C (-0.072, 1.757, 0.411)
O (1.164, 2.255, 0.708)
C (1.847, 3.034, -0.251)
C (3.334, 3.058, 0.127)
O (4.082, 1.984, -0.377)
C (3.796, 0.707, 0.169)
C (2.899, -0.137, -0.744)
N (2.831, -1.504, -0.281)
C (2.126, -1.677, 0.991)
C (1.263, -2.938, 0.845)
C (1.834, -3.613, -0.400)
C (2.232, -2.411, -1.246)
C (-0.803, 2.043, -0.733)
C (-2.032, 1.434, -0.918)
C (-2.568, 0.543, 0.000)
C (-3.916, -0.087, -0.276)
C (-3.882, -0.906, -1.569)
C (-5.008, 0.984, -0.339)
H (-1.621, -0.745, 3.031)
H (-2.498, -1.668, 1.812)
H (-3.287, -0.320, 2.634)
H (-0.042, 0.694, 2.249)
H (1.746, 2.610, -1.257)
H (1.447, 4.058, -0.253)
H (3.406, 3.103, 1.224)
H (3.799, 3.949, -0.301)
H (3.346, 0.811, 1.161)
H (4.757, 0.191, 0.270)
H (1.892, 0.311, -0.815)
H (3.342, -0.138, -1.744)
H (2.870, -1.793, 1.786)
H (1.503, -0.806, 1.225)
H (0.222, -2.659, 0.672)
H (1.307, -3.574, 1.726)
H (2.722, -4.189, -0.143)
H (1.118, -4.262, -0.901)
H (2.959, -2.653, -2.024)
H (1.338, -1.973, -1.725)
H (-0.438, 2.734, -1.477)
H (-2.584, 1.669, -1.816)
H (-4.166, -0.768, 0.540)
H (-3.099, -1.660, -1.519)
H (-4.836, -1.408, -1.720)
H (-3.691, -0.271, -2.430)
H (-4.836, 1.668, -1.165)
H (-5.026, 1.561, 0.584)
H (-5.983, 0.519, -0.476)

Summary:
- Net charge: 0
- Electronic energy: -908.485362 Ha
- Relative energy (zero: lowest compared OMol25 entry of this formula, charge and spin): 0.989 eV
- Molar mass: 291.4 g mol⁻¹

The computed Mulliken charges, all in e, follow: C -2.046; C 1.001; C -0.491; C 0.144; O -0.388; C -0.560; C -0.808; O -0.447; C -0.553; C -0.402; N -0.020; C 0.181; C -0.523; C -0.667; C -0.696; C -1.279; C -0.299; C 0.868; C 0.380; C -1.524; C -1.564; H 0.375; H 0.405; H 0.455; H 0.444; H 0.382; H 0.511; H 0.332; H 0.392; H 0.277; H 0.468; H 0.085; H 0.454; H 0.273; H -0.335; H 0.046; H 0.399; H 0.292; H 0.366; H 0.359; H 0.316; H 0.436; H 0.317; H 0.441; H 0.333; H 0.456; H 0.299; H 0.304; H 0.348; H 0.464


4.
The following is a quantum chemistry calculation of a 7-piece molecular cluster, C18H30B2N2O23S overall, from the OMol25 dataset.

Cartesian coordinates (Å):
N (1.337, 1.463, -1.003)
B (0.114, 1.923, -1.610)
O (-0.638, 2.856, -0.935)
O (-0.204, 1.422, -2.921)
S (-1.460, 0.361, -2.927)
O (-2.108, 0.375, -1.613)
O (-0.813, -1.128, -3.251)
B (0.089, -1.638, -2.260)
N (-0.465, -2.253, -1.097)
O (1.421, -1.524, -2.527)
H (1.185, 0.732, -0.312)
H (1.901, 1.074, -1.752)
H (-1.479, 2.499, -0.623)
H (-1.454, -2.046, -1.038)
H (0.005, -1.991, -0.239)
H (1.945, -1.574, -1.716)
C (5.634, 3.674, -0.118)
C (5.430, 4.702, -1.209)
O (4.925, 3.910, -2.285)
C (4.362, 2.795, -1.753)
O (3.707, 2.018, -2.363)
O (4.649, 2.691, -0.433)
H (5.473, 4.076, 0.880)
H (6.622, 3.210, -0.159)
H (4.683, 5.453, -0.943)
H (6.350, 5.204, -1.498)
C (0.358, 4.030, -4.258)
C (-0.961, 4.508, -4.813)
O (-0.662, 5.852, -5.207)
C (0.676, 5.933, -5.423)
O (1.219, 6.867, -5.920)
O (1.305, 4.814, -4.998)
H (0.519, 2.971, -4.420)
H (0.468, 4.252, -3.194)
H (-1.274, 3.942, -5.693)
H (-1.761, 4.488, -4.077)
C (-1.802, 0.458, -8.609)
C (-3.259, 0.428, -8.200)
O (-3.176, 0.261, -6.781)
C (-1.970, 0.721, -6.379)
O (-1.657, 0.875, -5.239)
O (-1.169, 0.982, -7.438)
H (-1.615, 1.096, -9.468)
H (-1.402, -0.537, -8.810)
H (-3.775, 1.366, -8.414)
H (-3.811, -0.391, -8.654)
C (-0.525, -0.307, 3.402)
C (-0.014, -1.672, 3.791)
O (0.582, -2.133, 2.561)
C (0.898, -1.055, 1.832)
O (1.556, -1.086, 0.829)
O (0.385, 0.073, 2.357)
H (-0.497, 0.406, 4.221)
H (-1.537, -0.335, 2.992)
H (0.754, -1.628, 4.559)
H (-0.801, -2.340, 4.119)
C (-1.490, -6.200, 3.917)
C (-2.980, -6.360, 4.123)
O (-3.294, -5.247, 4.967)
C (-2.343, -4.305, 4.780)
O (-2.399, -3.193, 5.204)
O (-1.317, -4.786, 4.045)
H (-1.155, -6.543, 2.941)
H (-0.902, -6.698, 4.690)
H (-3.545, -6.267, 3.193)
H (-3.244, -7.298, 4.604)
C (-1.177, -1.722, 9.175)
C (-0.671, -3.092, 9.573)
O (-0.043, -3.547, 8.372)
C (0.299, -2.458, 7.642)
O (0.980, -2.488, 6.670)
O (-0.242, -1.333, 8.165)
H (-1.174, -1.013, 9.999)
H (-2.175, -1.755, 8.737)
H (0.077, -3.048, 10.367)
H (-1.467, -3.768, 9.874)

Summary:
- Net charge: 0
- Electronic energy: -2992.105671 Ha
- Molar mass: 696.1 g mol⁻¹

The computed Mulliken charges, all in e, follow: N -0.145; B 0.713; O -0.610; O -0.244; S 0.572; O -0.638; O -0.207; B 0.587; N -0.580; O -0.508; H 0.013; H 0.286; H 0.290; H 0.272; H 0.173; H 0.276; C -0.321; C -0.334; O -0.318; C 0.629; O -0.526; O -0.283; H 0.285; H 0.271; H 0.262; H 0.293; C 0.322; C -0.153; O -0.375; C 0.584; O -0.545; O -0.376; H 0.151; H -0.108; H 0.154; H 0.287; C -0.329; C -0.336; O -0.305; C 0.508; O -0.396; O -0.294; H 0.298; H 0.264; H 0.271; H 0.293; C -0.396; C 0.698; O -0.293; C 0.701; O -0.650; O -0.320; H 0.304; H 0.301; H 0.197; H -0.577; C -0.318; C -0.348; O -0.361; C 0.627; O -0.563; O -0.248; H 0.300; H 0.259; H 0.267; H 0.299; C -0.299; C -0.323; O -0.322; C 0.679; O -0.521; O -0.328; H 0.290; H 0.259; H 0.260; H 0.298